[1]
9
Properties=species:S:1:pos:R:3:forces:R:3:mulliken_charge:R:1 method="wB97M-V/def2-TZVPD" homo_ha="-0.71810 / -0.75114" charge=+2 gap_ev="10.311 / 5.647" de_lowest_kcal_mol=0.00 total_energy_ev=-10088.875 spin_multiplicity=4
H 3.6633 0.2973 -0.2007 0.034 -0.070 -0.048 0.194
O -1.8063 0.8453 -0.4164 -0.290 -0.903 0.038 -0.261
C -1.5519 -0.3545 -0.1222 -0.116 -0.133 -0.033 0.159
C -0.2339 -0.6812 0.3028 0.795 -0.307 -1.132 0.181
O 0.6193 0.2928 0.4258 -10.868 -0.907 6.102 -0.429
Li -0.6115 2.0062 0.4960 0.335 1.060 0.558 0.933
Au 2.0767 0.4562 -0.4502 10.925 1.246 -6.095 0.357
H -2.2965 -1.1566 -0.2314 -0.366 0.045 -0.018 0.430
H 0.1410 -1.7055 0.1963 -0.448 -0.031 0.629 0.435



[2]
21
Properties=species:S:1:pos:R:3:forces:R:3:mulliken_charge:R:1 method="wB97M-V/def2-TZVPD" homo_ha="-0.38333 / -0.44677" charge=+1 gap_ev="6.632 / 7.472" de_lowest_kcal_mol=2.85 total_energy_ev=-26329.207 spin_multiplicity=3
C 1.9705 1.8171 -0.1945 2.007 -0.743 -0.361 -0.270
C 0.0171 1.2075 -0.6268 0.382 1.517 -0.918 0.154
C 0.5521 0.2398 0.1208 0.917 -1.956 0.590 0.365
C -0.8586 -1.6598 -0.0725 -0.598 -2.902 0.024 -0.343
C -2.5042 0.0734 -0.0830 -2.614 0.050 -2.880 0.581
C 2.9230 -0.3638 0.8080 -0.131 -0.351 -0.447 -0.974
N 0.9093 2.2042 -0.8709 -0.236 -1.071 1.555 -0.551
N 1.8781 0.5425 0.3942 -1.442 2.469 -1.425 0.056
N 0.1717 -1.0518 0.4255 -0.663 3.156 -0.461 0.017
N -1.9561 -1.0372 -0.5841 1.019 0.696 1.636 -0.134
N -3.3960 0.7872 -0.8712 0.083 -0.697 -0.125 -0.425
Cl -2.5427 0.4218 1.5340 0.621 0.015 0.861 -0.079
H 2.9695 2.2756 -0.1984 -0.768 0.137 -0.035 0.391
H -0.7585 -2.7444 -0.1139 -0.609 0.285 -0.195 0.380
H 3.5619 -0.7959 0.0054 -0.882 0.194 0.374 0.278
H 3.5357 0.1371 1.4814 1.468 1.282 0.909 0.424
H 2.5209 -1.0899 1.4989 -0.225 -0.687 -0.268 0.368
H 0.7922 -1.5240 0.9720 1.736 -1.826 1.614 0.006
H -2.0089 -1.2993 -1.5271 -1.342 0.034 -1.774 0.253
H -3.8220 0.4249 -1.7878 1.153 0.685 2.095 0.259
H -3.9549 1.4350 -0.3099 0.125 -0.286 -0.768 0.244



[3]
16
Properties=species:S:1:pos:R:3:forces:R:3:mulliken_charge:R:1 method="wB97M-V/def2-TZVPD" homo_ha=-0.34435 charge=0 gap_ev=9.759 de_lowest_kcal_mol=23.33 total_energy_ev=-32569.236
C -0.1360 2.6154 0.4375 -2.685 -0.616 1.538 -0.750
C 1.9749 -1.2919 -0.2295 2.623 -2.823 -2.037 -0.534
C -0.1071 1.5143 -0.3069 0.219 -0.929 0.921 -0.160
C 0.7647 -1.5008 0.1660 -3.636 -0.890 2.182 -0.252
Si -2.7590 -1.0741 -0.0225 1.163 -1.509 1.706 0.343
Si -0.5939 -0.1581 0.4391 2.204 -0.008 2.384 0.240
Cl -3.9505 0.5461 -0.1385 -0.729 0.487 -0.496 -0.215
H 0.1837 3.5510 0.0848 0.775 1.106 -0.393 0.314
H -0.7962 2.6817 1.4000 1.552 -0.337 -1.652 0.169
H 2.6308 -2.2595 -0.2674 -0.583 2.245 0.208 0.225
H 2.2219 -0.4745 -0.8897 0.453 0.370 0.372 0.250
H 0.4905 1.4721 -1.1987 0.022 0.322 -0.584 0.365
H 0.5075 -2.4966 0.7060 0.502 1.603 -0.975 0.194
H -3.2538 -1.9180 1.1854 0.351 0.695 -0.906 -0.074
H -2.6075 -2.1040 -1.1148 -0.378 0.764 -0.017 -0.079
H 0.0728 0.1317 2.1133 -1.854 -0.479 -2.253 -0.037



[4]
154
Properties=species:S:1:pos:R:3:forces:R:3:mulliken_charge:R:1 method="wB97M-V/def2-TZVPD" homo_ha="-0.55119 / -0.55119" charge=+3 gap_ev="8.731 / 4.157" de_lowest_kcal_mol=0.00 total_energy_ev=-160015.489 spin_multiplicity=2
C 1.1456 4.3803 7.2248 -0.774 -0.524 -0.227 -1.026
C 0.2239 3.2116 7.5294 1.170 -0.626 2.245 -0.084
N -0.3638 2.5584 6.4111 -1.368 -0.035 -3.444 0.526
C -0.2202 1.1972 6.0505 -1.331 1.555 -0.791 -0.480
C -0.9490 1.0551 4.8799 1.410 -1.057 1.352 -0.554
N -1.3990 2.2537 4.4967 1.075 2.569 2.047 0.378
C -1.0769 3.2227 5.4152 1.485 -3.506 0.968 -0.137
C -2.1138 2.5248 3.3176 -2.418 0.561 -0.973 -0.794
H 1.5519 4.8093 8.1408 -0.011 -0.178 -0.039 0.455
H 0.4985 5.1202 6.7539 0.561 0.360 -0.366 0.004
H 1.9445 3.9848 6.5975 0.049 0.613 -0.186 0.386
H -0.5139 3.4629 8.2914 -0.354 0.183 -0.292 -0.173
H 0.7987 2.4079 7.9897 0.217 0.110 0.264 0.457
H 0.3756 0.4786 6.5937 -0.158 0.212 0.145 0.550
H -1.1597 0.1689 4.2996 0.223 0.086 -0.021 0.558
H -1.2656 4.2861 5.4146 -0.214 -0.300 -0.283 0.174
H -1.8569 1.8957 2.4653 0.459 0.304 0.139 0.467
H -2.1214 3.6004 3.1410 0.445 -0.190 -0.444 -0.054
H -3.1606 2.3321 3.5525 -0.292 -0.161 -0.268 0.442
C -7.2564 -1.6534 5.8265 0.923 0.034 0.825 -1.568
C -6.4714 -0.5774 6.6876 -0.537 -1.623 -0.182 1.192
C -5.1173 -1.0243 7.2864 -0.325 1.073 -0.905 -0.941
N -4.2780 0.2364 7.7238 0.804 -0.908 -0.399 0.213
C -3.9532 1.1829 6.5289 -1.594 -0.402 2.072 0.708
C -2.9171 -0.2722 8.2385 -0.630 1.146 -0.415 -0.801
C -2.3621 0.9226 9.1046 0.554 -2.767 -0.778 0.288
C -3.5965 1.4718 9.7435 -0.884 0.783 1.231 -0.777
C -4.8384 0.9842 8.9676 0.612 -0.085 -1.057 -0.201
H -7.6521 -2.4133 6.5004 0.099 -0.188 -0.154 0.428
H -6.6165 -2.1254 5.0809 0.060 -0.084 0.005 0.383
H -8.1178 -1.2427 5.2999 0.166 0.410 0.197 0.325
H -7.1334 -0.4469 7.5436 -0.078 1.174 -0.246 0.362
H -6.3084 0.2576 6.0063 -0.244 0.316 0.675 -0.840
H -4.5752 -1.5655 6.5110 0.567 0.305 -0.001 0.386
H -5.1626 -1.7035 8.1377 -0.245 0.319 0.174 0.439
H -3.2235 1.8707 6.9561 0.315 -0.113 -0.620 -0.607
H -4.8613 1.7679 6.3832 0.088 -0.041 -0.440 -0.573
H -3.6873 0.5701 5.6675 0.212 0.217 0.201 0.433
H -2.3435 -0.5777 7.3634 0.161 0.169 0.098 0.518
H -3.1240 -1.1733 8.8158 0.094 0.232 0.304 0.532
H -1.7481 1.6304 8.5477 -0.416 0.008 -0.174 -0.809
H -1.6671 0.3859 9.7504 -0.004 0.489 0.561 0.735
H -3.5244 2.5504 9.8832 -0.283 0.184 -0.709 0.329
H -3.7726 1.1937 10.7826 0.474 -0.596 0.018 0.307
H -5.4710 1.8229 8.6767 -0.218 -0.368 -0.264 -0.006
H -5.3896 0.2162 9.5101 -0.069 0.263 0.027 0.546
C -7.0860 1.1081 2.7053 0.922 -0.329 -0.500 -1.373
C -7.6038 2.3471 1.9076 2.104 -0.660 -0.602 0.253
C -8.7861 2.9036 2.4932 -2.278 0.969 0.936 0.051
N -9.2945 4.2358 1.8394 0.520 0.336 1.114 0.598
C -8.2879 5.4140 2.0121 -0.577 -0.634 0.624 -0.881
C -10.6645 4.5492 2.4834 0.317 0.798 -0.239 -0.412
C -11.4651 5.4112 1.4684 1.159 -1.286 0.134 -0.763
C -10.8588 4.9525 0.1098 -0.592 -0.183 -0.759 -0.779
C -9.6346 4.0787 0.3894 0.137 -0.495 -0.443 -0.817
H -7.5641 0.1339 2.6027 -0.701 0.323 -0.499 0.479
H -6.9560 1.1988 3.7837 -0.439 0.881 0.078 -0.027
H -6.0699 0.9013 2.3693 0.134 0.072 -0.257 0.501
H -7.8055 2.1800 0.8495 0.314 -0.721 -0.076 0.438
H -6.8271 3.1118 1.9172 0.307 -0.133 0.161 0.037
H -8.6419 3.0134 3.5680 -0.172 0.816 0.014 -0.935
H -9.6075 2.1949 2.3876 -0.295 0.185 -0.130 0.618
H -7.9556 5.4298 3.0500 -0.050 -0.231 0.068 0.072
H -8.7677 6.3733 1.8182 -0.329 -0.283 -0.245 0.470
H -7.4181 5.3191 1.3621 -0.282 -0.362 -0.068 0.331
H -10.5862 5.0561 3.4452 0.573 -0.198 0.015 0.159
H -11.1199 3.5754 2.6637 -0.094 0.138 -0.196 0.620
H -11.3472 6.4831 1.6278 -0.056 -0.158 0.106 0.322
H -12.4875 5.0905 1.6682 -0.167 0.458 -0.621 0.429
H -10.6105 5.7235 -0.6196 0.075 0.503 0.567 0.347
H -11.5570 4.3588 -0.4803 -0.211 -0.162 0.314 0.353
H -8.7781 4.2848 -0.2525 0.088 0.439 0.313 0.458
H -9.8197 3.0275 0.1685 -0.353 -0.089 0.452 0.433
C -10.6361 7.0241 10.7117 -0.040 1.369 -0.464 -1.365
C -10.1479 7.9164 9.4887 0.163 -1.073 0.715 -0.266
C -8.6598 8.3505 9.4148 -1.392 -0.079 -1.646 -0.357
N -8.4961 9.4960 8.2712 1.230 0.242 1.812 0.542
C -9.0155 10.8193 8.9293 1.040 -0.826 -1.898 -1.094
C -6.9876 9.6264 7.9640 0.312 -0.033 -1.954 -0.821
C -6.8875 9.4770 6.3946 0.943 -0.743 -0.565 0.304
C -8.2408 9.7234 5.7454 -0.597 -0.468 1.039 -0.725
C -9.1380 9.2698 6.9026 -2.063 0.192 0.164 0.050
H -10.5251 7.4566 11.7060 0.527 0.053 -0.052 0.381
H -10.2408 6.0093 10.6651 0.043 0.181 0.008 0.323
H -11.7188 7.0084 10.5870 -0.016 -0.423 -0.099 0.389
H -10.7885 8.7880 9.3551 -0.096 -0.073 0.280 0.339
H -10.3905 7.2011 8.7028 0.361 0.475 -0.650 0.050
H -8.0392 7.5208 9.0764 0.026 0.061 0.054 0.333
H -8.2949 8.7621 10.3558 0.071 0.272 -0.274 0.435
H -8.7686 11.5923 8.2016 -0.327 0.089 -0.082 0.463
H -8.3916 11.0467 9.7937 -0.595 -0.385 0.284 0.360
H -10.0971 10.7168 9.0172 0.338 0.193 0.539 0.368
H -6.5221 10.5493 8.3099 -0.758 0.318 0.091 0.262
H -6.3573 8.8453 8.3892 -0.694 -0.303 0.321 0.273
H -6.0565 9.9774 5.8974 -0.078 0.833 0.471 0.601
H -6.5935 8.4601 6.1347 -0.288 -0.463 0.502 -0.409
H -8.4257 10.6984 5.2946 0.050 0.323 0.763 0.312
H -8.5547 9.0332 4.9624 0.800 -0.197 -0.218 0.303
H -10.1174 9.7476 6.8793 0.095 0.527 0.352 0.373
H -9.4664 8.2404 6.7593 0.907 -0.262 0.472 -0.296
C -2.1572 6.1012 9.9842 -0.106 -0.395 0.330 -0.526
C -1.7580 7.4746 9.4786 0.185 0.664 0.235 -0.838
C -1.1607 7.4814 8.0882 -0.880 1.589 -1.407 0.145
N -1.2190 8.9052 7.3477 -0.429 -0.465 -1.299 0.352
C -0.4967 9.9373 8.1373 -0.543 -0.222 0.117 -0.981
C -2.7185 9.2874 6.9380 0.784 -0.152 0.086 -0.250
C -2.8335 8.9511 5.4398 -0.440 0.253 -0.425 -0.030
C -1.5555 8.2760 4.9709 -0.126 -1.535 0.911 0.270
C -0.5138 8.7502 5.9793 -0.019 0.309 -1.031 -1.027
H -1.6135 6.0022 10.9237 -0.279 -0.761 -0.037 0.477
H -1.9773 5.2790 9.2916 0.427 0.108 0.140 -0.445
H -3.2298 6.0484 10.1705 0.056 0.066 0.138 0.187
H -1.0379 7.8742 10.1927 0.201 0.124 -0.200 0.577
H -2.6289 8.1138 9.6241 -0.012 0.257 -0.656 0.260
H -1.7270 6.8904 7.3685 -0.069 -0.322 0.313 -0.255
H -0.1120 7.1866 8.0484 -0.020 0.114 0.179 0.425
H -0.6128 10.9397 7.7251 -0.018 -0.231 -0.328 0.382
H 0.5474 9.6275 8.0938 -0.010 0.279 0.598 0.371
H -0.9663 9.9432 9.1209 0.570 0.001 0.144 0.398
H -2.9368 10.3498 7.0467 0.897 0.172 0.297 0.425
H -3.4116 8.8325 7.6457 0.266 -0.701 -0.357 -0.090
H -2.8783 9.8849 4.8794 -0.131 0.203 0.158 0.535
H -3.7497 8.4202 5.1815 0.119 -0.245 0.231 -0.209
H -1.3594 8.3521 3.9014 0.355 0.948 0.174 0.805
H -1.5727 7.1882 5.0392 -0.584 -0.268 0.404 -0.772
H -0.1256 9.7034 5.6202 -0.121 0.359 0.653 0.403
H 0.3448 8.0787 5.9893 -0.084 -0.033 0.681 0.446
N -0.6739 4.8588 0.9058 0.295 -2.353 -1.316 -0.025
S -1.4150 5.9459 0.1807 -5.584 7.937 2.165 1.083
O -2.6871 5.8120 -0.5166 2.214 -0.735 0.655 -0.409
O -0.5523 6.9043 -0.4842 0.240 -0.230 0.106 -0.335
F -1.9131 6.7830 1.5227 1.215 -1.055 -1.784 -0.185
S -0.6115 3.9195 -0.5089 5.077 -5.453 -3.027 1.099
O 0.0869 4.5712 -1.5972 -1.660 -0.283 1.968 -0.480
O -1.6998 3.0470 -0.7539 -0.634 1.031 0.834 -0.480
F 0.5041 2.8714 0.0144 -0.908 1.290 0.282 -0.256
N -9.8057 3.8826 6.0129 0.137 -4.582 1.200 -0.381
S -8.6736 4.7827 6.4450 3.689 7.020 -2.874 1.040
O -7.5663 4.8225 5.4635 -1.553 -0.076 2.089 -0.242
O -8.4417 5.0316 7.8308 0.471 -0.729 0.274 -0.671
F -9.3780 6.2186 6.0372 -0.377 -0.473 -0.003 -0.522
S -8.9903 2.4745 6.5964 -2.979 -4.097 0.639 1.130
O -9.3315 2.0144 7.9315 0.295 1.534 -1.779 -0.680
O -7.6549 2.2510 6.1557 0.750 0.840 0.052 -0.409
F -9.7306 1.4106 5.6562 -0.467 0.719 0.095 -0.339
N -3.3845 5.1009 5.1209 -1.581 0.643 -4.667 0.026
S -4.1958 5.1969 6.3772 -1.127 0.742 9.231 0.035
O -5.1271 4.1227 6.6832 0.835 1.771 -0.966 -0.270
O -4.3971 6.5500 6.9631 -0.039 -2.691 -1.600 -0.184
F -2.9273 4.7252 7.3180 0.367 -0.207 0.030 -0.190
S -4.6741 5.4041 4.0746 -0.278 2.024 -5.432 0.540
O -5.4914 6.5950 4.3072 1.303 -2.366 0.778 -0.440
O -5.2240 4.2498 3.4133 0.195 0.208 1.785 -0.386
F -3.7989 5.9529 2.8258 0.324 -0.263 1.122 -0.311